C7H12FO4S2 as an isolated structure. Source: the OMol25 dataset; level of theory: the ωB97M-V functional and the def2-TZVPD basis.

```
26
Properties=species:S:1:pos:R:3:lowdin_charge:R:1
C -1.41 -0.94 1.48 -0.206
C -1.06 0.39 0.81 -0.209
C -0.40 -2.01 1.07 -0.221
C 0.34 0.83 1.21 -0.205
C 1.02 -1.59 1.44 -0.219
C 1.35 -0.24 0.83 -0.394
C -1.28 2.29 -2.18 -0.304
O 0.84 1.61 -3.86 -0.332
O 2.77 -0.87 -1.25 -0.463
O -0.53 -0.17 -2.86 -0.408
O 1.10 1.01 -1.45 -0.507
F -0.61 3.54 -2.19 -0.223
S 1.37 -0.54 -1.03 0.926
S 0.00 1.18 -2.76 0.585
H -1.38 -0.81 2.57 0.107
H -2.42 -1.25 1.20 0.105
H -1.11 0.29 -0.27 0.072
H -1.78 1.16 1.10 0.111
H -0.65 -2.96 1.55 0.104
H -0.46 -2.15 -0.01 0.096
H 0.59 1.76 0.70 0.106
H 0.39 1.00 2.29 0.117
H 1.11 -1.54 2.53 0.115
H 1.73 -2.33 1.07 0.105
H 2.37 0.06 1.08 0.118
H -1.89 2.30 -3.10 0.023
```

Properties
total energy: -40030.7431 eV
energy above the lowest of the compared OMol25 structures with the same formula, charge and spin: 0.0 kcal/mol
Kohn-Sham gap: 7.31 eV
spin multiplicity: 1
charge: -1
lowest unoccupied orbital energy: 3.2122 eV